1.
{
  "formula": "C48H38F3GeIrN3O3SSb",
  "method": "ωB97M-V/def2-TZVPD",
  "charge": -1,
  "homo_energy_ha": [-0.1282, -0.1896],
  "mol_weight_g_mol": 1180.50,
  "s2": 8.78,
  "spin_multiplicity": 6,
  "fmax_ev_per_a": 1.0,
  "e_lumo_ev": [2.0422, 1.5536],
  "symbols": ["Ir", "N", "C", "C", "O", "N", "C", "C", "O", "O", "H", "H", "H", "H", "H", "H", "F", "C", "C", "C", "C", "C", "C", "Sb", "C", "C", "C", "C", "F", "C", "C", "C", "C", "C", "C", "F", "C", "C", "H", "H", "H", "H", "H", "H", "H", "H", "H", "H", "H", "H", "C", "Ge", "C", "C", "C", "C", "C", "C", "C", "C", "C", "C", "C", "C", "C", "C", "C", "C", "C", "C", "H", "H", "H", "H", "H", "H", "H", "H", "H", "H", "H", "H", "H", "H", "H", "S", "C", "N", "C", "C", "C", "C", "C", "C", "H", "H", "H", "H", "H"],
  "xyz": [[-0.175, 0.013, -0.228], [-1.550, 0.908, 1.680], [-0.480, 1.454, 2.528], [0.700, 0.479, 2.647], [1.421, 0.570, 3.644], [0.817, -0.380, 1.622], [1.929, -1.320, 1.594], [2.685, -1.319, 0.243], [3.818, -1.800, 0.231], [2.045, -0.841, -0.774], [-2.260, 1.591, 1.459], [-2.002, 0.131, 2.144], [-0.808, 1.691, 3.539], [-0.114, 2.374, 2.069], [1.545, -2.345, 1.678], [2.649, -1.148, 2.386], [2.825, 1.664, -6.954], [2.613, 1.719, -5.617], [1.698, 0.860, -5.052], [1.481, 0.934, -3.680], [2.172, 1.852, -2.895], [3.096, 2.698, -3.504], [3.324, 2.640, -4.874], [1.836, 1.994, -0.777], [1.802, 4.171, -0.843], [0.571, 4.780, -1.085], [0.443, 6.162, -1.146], [1.572, 6.928, -0.944], [1.463, 8.276, -0.990], [2.809, 6.371, -0.694], [2.917, 4.984, -0.642], [3.900, 1.796, -0.228], [4.349, 2.301, 0.991], [5.661, 2.111, 1.403], [6.503, 1.391, 0.583], [7.784, 1.203, 0.976], [6.088, 0.849, -0.614], [4.774, 1.048, -1.012], [1.160, 0.159, -5.679], [0.753, 0.286, -3.211], [3.646, 3.419, -2.910], [4.037, 3.293, -5.361], [-0.312, 4.165, -1.236], [-0.512, 6.638, -1.339], [3.667, 7.015, -0.542], [3.887, 4.537, -0.450], [3.668, 2.846, 1.638], [6.024, 2.493, 2.349], [6.771, 0.249, -1.201], [4.422, 0.590, -1.927], [-1.125, 1.064, -1.658], [-2.392, 1.968, -2.711], [-2.928, 3.710, -1.927], [-2.719, 3.962, -0.571], [-3.123, 5.160, 0.009], [-3.747, 6.126, -0.768], [-3.960, 5.892, -2.121], [-3.551, 4.693, -2.694], [-4.090, 0.936, -2.712], [-4.639, 0.228, -3.780], [-5.786, -0.545, -3.617], [-6.398, -0.632, -2.376], [-5.863, 0.064, -1.297], [-4.724, 0.839, -1.469], [-1.661, 2.423, -4.484], [-0.829, 3.542, -4.565], [-0.182, 3.870, -5.748], [-0.360, 3.084, -6.880], [-1.185, 1.969, -6.819], [-1.824, 1.639, -5.627], [-2.205, 3.212, 0.023], [-2.941, 5.345, 1.062], [-4.060, 7.063, -0.322], [-4.445, 6.647, -2.730], [-3.714, 4.524, -3.754], [-4.181, 0.278, -4.761], [-6.196, -1.088, -4.463], [-7.292, -1.234, -2.248], [-6.333, -0.002, -0.321], [-4.314, 1.381, -0.621], [-0.672, 4.158, -3.685], [0.474, 4.732, -5.785], [0.156, 3.327, -7.801], [-1.324, 1.348, -7.697], [-2.440, 0.748, -5.592], [-3.022, -2.863, -2.542], [-1.493, -2.143, -2.182], [-1.245, -1.930, -0.940], [-2.274, -2.413, -0.141], [-2.272, -2.444, 1.253], [-3.381, -2.943, 1.905], [-4.489, -3.419, 1.189], [-4.486, -3.433, -0.191], [-3.360, -2.940, -0.846], [-0.817, -1.841, -2.974], [-1.392, -2.089, 1.785], [-3.393, -2.972, 2.988], [-5.356, -3.786, 1.725], [-5.333, -3.813, -0.749]]
}

=====

2.
{
  "formula": "C48H39BN16O2SSeSr",
  "method": "ωB97M-V/def2-TZVPD",
  "charge": 1,
  "homo_energy_ha": [-0.3393, -0.3393],
  "mol_weight_g_mol": 1081.41,
  "s2": 0.76,
  "spin_multiplicity": 2,
  "fmax_ev_per_a": 1.0,
  "e_above_lowest_kcal_mol": 17.1,
  "e_lumo_ev": [-3.9657, -6.0036],
  "symbols": ["Sr", "C", "C", "N", "N", "C", "B", "N", "C", "C", "C", "N", "N", "C", "C", "C", "N", "N", "C", "C", "C", "N", "H", "H", "H", "H", "H", "H", "H", "H", "H", "H", "H", "H", "O", "C", "O", "C", "C", "C", "N", "C", "C", "C", "C", "C", "C", "C", "N", "C", "C", "C", "C", "C", "N", "H", "H", "H", "H", "H", "H", "H", "H", "H", "H", "N", "C", "C", "C", "C", "C", "C", "S", "N", "C", "C", "C", "C", "C", "C", "N", "H", "H", "H", "H", "H", "H", "H", "H", "H", "C", "N", "C", "Se", "N", "C", "C", "C", "C", "C", "C", "H", "H", "H", "H", "H", "H", "H", "H"],
  "xyz": [[0.570, 0.379, -0.899], [-2.547, 0.153, -4.136], [-1.459, 0.845, -3.595], [-0.574, 0.006, -3.079], [-1.064, -1.254, -3.274], [-2.259, -1.172, -3.910], [-0.207, -2.468, -2.840], [-0.368, -2.817, -1.298], [-0.985, -3.897, -0.774], [-0.904, -3.830, 0.602], [-0.199, -2.648, 0.846], [0.122, -2.047, -0.296], [1.305, -2.137, -3.152], [2.012, -2.641, -4.185], [3.267, -2.070, -4.187], [3.234, -1.188, -3.105], [2.053, -1.219, -2.491], [-0.529, -3.767, -3.579], [0.141, -4.941, -3.415], [-0.434, -5.881, -4.226], [-1.478, -5.182, -4.867], [-1.529, -3.923, -4.477], [-3.411, 0.557, -4.634], [-1.281, 1.909, -3.549], [-2.788, -2.065, -4.185], [-1.445, -4.633, -1.413], [-1.286, -4.540, 1.317], [0.067, -2.182, 1.785], [1.574, -3.360, -4.856], [4.066, -2.245, -4.886], [4.007, -0.518, -2.760], [0.975, -5.017, -2.734], [-0.148, -6.912, -4.346], [-2.187, -5.547, -5.593], [-1.483, 7.522, 0.142], [-2.318, 6.600, 0.164], [-3.532, 6.574, 0.438], [-1.701, 5.196, -0.074], [-2.469, 4.051, 0.009], [-1.875, 2.803, -0.123], [-0.557, 2.662, -0.336], [0.188, 3.779, -0.435], [-0.347, 5.050, -0.336], [1.662, 3.617, -0.630], [2.537, 4.675, -0.369], [3.898, 4.492, -0.516], [4.376, 3.253, -0.923], [3.449, 2.261, -1.164], [2.133, 2.429, -1.027], [-2.710, 1.565, -0.056], [-4.029, 1.619, 0.396], [-4.812, 0.480, 0.353], [-4.247, -0.699, -0.105], [-2.918, -0.680, -0.482], [-2.164, 0.421, -0.479], [-3.528, 4.203, 0.168], [0.216, 5.969, -0.430], [2.152, 5.628, -0.040], [4.579, 5.309, -0.316], [5.433, 3.072, -1.067], [3.771, 1.277, -1.498], [-4.445, 2.548, 0.757], [-5.843, 0.513, 0.681], [-4.817, -1.617, -0.169], [-2.439, -1.583, -0.841], [4.946, -0.455, 1.407], [5.558, -1.500, 0.724], [6.945, -1.606, 0.697], [7.525, -2.651, 0.008], [6.740, -3.595, -0.664], [5.369, -3.492, -0.644], [4.766, -2.441, 0.059], [3.050, -2.320, 0.062], [2.720, -0.912, 0.809], [3.624, -0.185, 1.413], [3.188, 1.023, 2.163], [3.930, 1.512, 3.228], [3.472, 2.653, 3.877], [2.309, 3.242, 3.430], [1.626, 2.661, 2.363], [2.048, 1.567, 1.741], [5.548, 0.225, 1.848], [7.554, -0.875, 1.214], [8.603, -2.740, -0.016], [7.216, -4.402, -1.202], [4.747, -4.205, -1.173], [4.817, 1.009, 3.593], [4.015, 3.058, 4.720], [1.909, 4.132, 3.897], [0.698, 3.088, 2.006], [-3.445, 2.350, 3.949], [-3.549, 0.928, 3.675], [-2.544, 0.125, 3.266], [-0.790, 0.578, 2.949], [-3.067, -1.111, 3.102], [-4.428, -1.107, 3.368], [-5.400, -2.091, 3.304], [-6.697, -1.712, 3.616], [-7.005, -0.399, 3.983], [-6.029, 0.583, 4.053], [-4.735, 0.200, 3.733], [-2.440, 2.669, 3.692], [-3.635, 2.541, 5.005], [-4.166, 2.895, 3.341], [-2.512, -1.874, 2.753], [-5.162, -3.108, 3.020], [-7.488, -2.448, 3.576], [-8.030, -0.144, 4.220], [-6.269, 1.599, 4.336]]
}